Density functional theory data (ωB97M-V/def2-TZVPD) for the ion C35H58FN3O3P with charge +1.

Each line ends with the Mulliken charge.
CARTESIAN COORDINATES (ANGSTROEM)
C: -0.324 -6.684 0.221  -0.88
C: -0.062 -5.285 0.339  -0.56
C: 0.164 -3.627 0.428  1.00
F: 1.650 -3.538 0.163  -0.37
N: 0.067 -3.375 1.911  0.22
C: 0.058 -1.971 2.396  -1.06
C: -0.172 -0.789 1.284  -0.50
N: 1.223 -0.627 0.645  -0.35
C: 1.917 0.396 1.241  0.43
O: 2.864 1.057 1.964  -0.52
P: -0.435 0.825 2.173  0.53
C: -2.103 1.658 2.134  -0.60
C: 0.059 0.762 4.057  -0.89
C: -1.333 -1.328 0.208  1.40
C: -2.594 -1.719 1.243  -0.98
C: -4.104 -1.589 0.710  -0.17
C: -5.097 -0.595 1.621  -0.62
N: -5.351 0.748 0.975  -0.61
C: -1.832 -0.167 -0.822  -0.45
C: -0.744 0.903 -1.386  0.97
C: -1.637 2.243 -1.855  -0.48
C: -0.591 3.364 -2.435  -0.69
C: 0.023 4.168 -1.131  -0.38
C: 1.671 4.176 -1.153  -0.35
C: 2.278 5.346 -0.159  -0.59
C: 3.484 4.720 0.761  0.05
C: 4.836 5.653 0.845  -0.59
C: 5.635 5.470 2.277  -0.73
C: 5.649 3.930 2.852  -0.31
C: 6.577 2.886 1.976  -0.54
O: 5.781 2.104 0.996  -0.20
C: 6.445 0.833 0.653  -0.76
C: -0.777 -2.730 -0.559  1.73
C: -0.207 -2.471 -2.068  -0.65
C: 1.222 -1.800 -2.345  -1.17
C: -2.077 -3.731 -0.939  -1.53
O: -3.068 -3.060 -1.847  -0.15
C: -3.526 -3.986 -2.893  0.14
C: -4.982 -4.751 -2.595  -0.21
C: -5.720 -5.785 -3.631  -0.41
C: -4.975 -6.075 -5.068  -0.39
C: -3.518 -5.337 -5.356  -0.43
C: -2.774 -4.292 -4.324  -0.10
H: -0.232 -7.846 0.477  0.37
H: -0.736 -3.979 2.264  0.60
H: 0.928 -3.840 2.336  0.57
H: 1.118 -1.749 2.899  0.38
H: -0.718 -1.892 3.299  0.14
H: -2.447 2.144 1.099  -0.06
H: -2.060 2.594 2.878  0.42
H: -3.037 1.030 2.533  0.17
H: 1.224 0.896 4.144  0.26
H: -0.367 -0.180 4.605  0.28
H: -0.458 1.732 4.522  0.38
H: -2.556 -1.072 2.248  0.32
H: -2.480 -2.833 1.664  0.03
H: -4.292 -1.276 -0.395  0.21
H: -4.630 -2.658 0.816  0.31
H: -4.615 -0.514 2.710  0.27
H: -6.134 -1.157 1.798  0.29
H: -4.947 0.791 0.015  0.27
H: -4.932 1.532 1.540  0.31
H: -2.381 -0.579 -1.801  0.21
H: -2.678 0.519 -0.326  -0.61
H: 0.027 1.325 -0.623  -0.86
H: -0.258 0.548 -2.418  0.17
H: -2.308 1.846 -2.751  0.36
H: -2.365 2.619 -1.023  0.11
H: -1.213 4.093 -3.141  0.31
H: 0.283 2.842 -3.057  0.30
H: -0.357 3.695 -0.111  0.02
H: -0.366 5.271 -1.189  0.49
H: 2.098 4.376 -2.243  0.31
H: 2.018 3.108 -0.783  -0.01
H: 2.717 6.258 -0.762  0.30
H: 1.468 5.798 0.584  0.26
H: 3.087 4.594 1.874  0.10
H: 3.817 3.683 0.313  0.00
H: 5.583 5.270 -0.003  0.21
H: 4.663 6.790 0.631  0.35
H: 5.132 6.172 3.090  0.29
H: 6.768 5.821 2.206  0.31
H: 6.130 3.974 3.934  0.37
H: 4.582 3.452 2.992  0.02
H: 7.472 3.452 1.459  0.27
H: 6.997 2.083 2.750  0.39
H: 7.601 0.874 0.916  0.34
H: 5.989 -0.097 1.215  0.22
H: 6.345 0.600 -0.500  0.25
H: -0.130 -3.557 -2.569  0.46
H: -0.971 -1.906 -2.793  0.29
H: 1.432 -0.728 -1.943  0.07
H: 2.183 -2.451 -2.063  0.21
H: 1.316 -1.695 -3.535  0.39
H: -2.587 -4.203 -0.008  0.22
H: -1.749 -4.638 -1.646  0.71
H: -5.531 -4.523 -1.570  0.23
H: -6.767 -6.251 -3.304  0.29
H: -5.499 -6.789 -5.834  0.31
H: -3.018 -5.557 -6.393  0.29
H: -1.761 -3.739 -4.532  0.27

Computed properties:
E_HOMO	-0.3912	hartree
lowest unoccupied orbital energy	-3.14	eV
calculated total energy	-59820.0697	eV
total charge	+1

Density functional theory data (ωB97M-V/def2-TZVPD) for a structure of composition C35H59Cl3HfN8OS2Si4.

Each line ends with the Mulliken charge.
CARTESIAN COORDINATES (ANGSTROEM)
Hf: -0.109 0.005 -0.314  1.00
C: 5.435 -1.083 -1.881  -0.75
N: 4.691 0.033 -2.392  0.22
C: 4.924 0.664 -3.582  -0.90
C: 4.035 1.669 -3.704  -0.51
N: 3.233 1.663 -2.577  0.73
C: 3.646 0.630 -1.777  -0.49
S: 3.062 0.198 -0.270  -0.21
C: 2.317 2.663 -2.223  0.81
C: 2.297 3.860 -2.939  -1.21
C: 1.521 4.898 -2.465  -0.96
C: 0.814 4.721 -1.284  -1.25
C: 0.844 3.475 -0.686  -0.72
N: 1.544 2.441 -1.158  0.92
H: 6.364 -1.184 -2.439  0.37
H: 4.853 -2.001 -1.992  0.19
H: 5.664 -0.921 -0.827  0.34
H: 5.697 0.346 -4.252  0.49
H: 3.924 2.363 -4.508  0.57
H: 2.890 3.998 -3.825  0.40
H: 1.505 5.842 -2.986  0.48
H: 0.260 5.531 -0.842  0.76
H: 0.314 3.288 0.235  0.47
C: -4.478 -1.107 -2.233  -1.02
C: -3.039 -1.487 -2.073  0.17
O: -2.285 -0.946 -1.253  0.35
N: -2.598 -2.466 -2.872  -0.02
C: -1.220 -2.930 -2.820  0.06
C: -0.921 -3.620 -1.514  0.22
C: -1.109 -4.993 -1.409  -0.90
C: -0.848 -5.624 -0.204  -1.09
C: -0.411 -4.844 0.854  -0.98
C: -0.249 -3.483 0.654  -0.05
N: -0.490 -2.862 -0.500  1.80
H: -4.576 -0.027 -2.145  -0.12
H: -5.059 -1.559 -1.430  0.30
H: -4.879 -1.436 -3.187  0.44
H: -3.233 -2.915 -3.512  0.31
H: -0.548 -2.074 -2.914  -1.68
H: -1.059 -3.612 -3.652  0.87
H: -1.438 -5.557 -2.268  0.58
H: -0.981 -6.688 -0.097  0.49
H: -0.204 -5.277 1.818  0.59
H: 0.094 -2.851 1.463  -0.34
Cl: -0.698 0.225 -5.976  -0.06
C: 0.833 -0.461 -5.339  0.59
Cl: 0.896 -2.225 -5.626  -0.05
Cl: 2.234 0.333 -6.100  -0.05
C: 0.823 -0.219 -3.929  -0.68
N: 0.733 -0.029 -2.798  -0.04
C: -0.044 2.409 4.972  -1.13
Si: 0.156 2.132 3.098  0.64
C: 1.865 2.808 2.562  -1.02
C: -1.231 3.159 2.254  -1.09
Si: -0.037 -0.202 2.431  -0.48
Si: 1.662 -1.389 3.723  1.03
C: 3.339 -0.575 3.311  -0.56
C: 1.270 -1.225 5.576  -1.15
C: 1.827 -3.275 3.399  -0.80
Si: -2.354 -0.828 2.842  0.41
C: -3.389 0.349 1.744  -0.85
C: -2.855 -2.587 2.279  -0.95
C: -2.845 -0.653 4.674  -1.15
H: -0.132 3.468 5.202  0.39
H: 0.803 2.032 5.536  0.34
H: -0.936 1.922 5.355  0.26
H: 1.845 3.876 2.367  0.49
H: 2.241 2.317 1.668  0.16
H: 2.597 2.652 3.349  0.45
H: -0.935 4.197 2.112  0.62
H: -2.116 3.175 2.884  0.66
H: -1.531 2.756 1.286  -0.21
H: 3.417 0.394 3.792  0.32
H: 3.464 -0.409 2.245  -0.10
H: 4.183 -1.168 3.652  0.44
H: 1.335 -0.197 5.912  0.29
H: 1.963 -1.803 6.181  0.40
H: 0.272 -1.581 5.808  0.27
H: 2.071 -3.512 2.370  -0.10
H: 0.910 -3.795 3.657  0.33
H: 2.612 -3.691 4.026  0.52
H: -2.939 0.470 0.757  -0.08
H: -3.487 1.331 2.192  0.34
H: -4.397 -0.029 1.595  0.58
H: -2.746 -2.702 1.204  0.13
H: -3.898 -2.775 2.520  0.54
H: -2.272 -3.362 2.764  0.28
H: -2.691 0.359 5.034  0.32
H: -2.264 -1.319 5.306  0.31
H: -3.892 -0.895 4.833  0.41
N: 3.580 -2.887 0.357  0.12
C: 2.953 -3.565 -0.606  0.16
N: 2.892 -4.904 -0.518  -0.32
S: 2.212 -2.752 -1.866  -0.08
H: 4.084 -3.340 1.100  0.27
H: 3.592 -1.872 0.294  -0.50
H: 3.435 -5.400 0.170  0.22
H: 2.555 -5.429 -1.307  0.24
C: -3.463 3.596 -3.239  -1.77
C: -3.265 3.458 -1.725  1.92
C: -2.860 4.815 -1.133  -1.35
C: -4.557 2.982 -1.051  -1.33
C: -2.209 2.475 -1.471  0.24
C: -1.324 1.669 -1.271  -0.42
H: -4.245 4.321 -3.454  0.44
H: -3.748 2.643 -3.681  0.33
H: -2.540 3.930 -3.710  0.35
H: -3.661 5.536 -1.284  0.46
H: -1.966 5.193 -1.620  0.26
H: -2.675 4.730 -0.065  0.22
H: -5.343 3.717 -1.198  0.45
H: -4.403 2.851 0.017  0.23
H: -4.894 2.036 -1.469  0.15

Computed properties:
E_HOMO	-0.4613	hartree
lowest unoccupied orbital energy	-5.77	eV
calculated total energy	-143265.2718	eV
total charge	+2

Density functional theory data (ωB97M-V/def2-TZVPD) for a cluster of 11 separate species, C35H59NO17 in total.

Each line ends with the Mulliken charge.
CARTESIAN COORDINATES (ANGSTROEM)
O: 0.379 -0.289 -4.273  -0.60
C: 1.624 -0.450 -4.265  0.66
O: 2.394 -0.588 -3.167  -0.30
C: 3.705 -0.833 -3.441  -0.36
C: 3.594 -1.359 -4.870  -0.56
C: 2.424 -0.585 -5.522  -0.63
H: 4.115 -1.429 -2.626  0.28
H: 4.175 0.148 -3.370  0.19
H: 3.406 -2.431 -4.936  0.22
H: 4.553 -1.198 -5.363  0.42
H: 1.764 -1.068 -6.242  0.33
H: 2.689 0.445 -5.762  0.27
O: 2.505 -3.215 1.971  -0.35
C: 2.744 -3.929 2.949  0.32
O: 3.983 -4.226 3.431  -0.39
C: 3.891 -4.725 4.744  -0.53
C: 2.507 -4.378 5.242  -0.39
C: 1.743 -4.503 3.897  -0.01
H: 4.690 -4.249 5.312  0.34
H: 4.024 -5.807 4.732  0.32
H: 2.409 -3.366 5.635  0.16
H: 2.186 -5.064 6.026  0.35
H: 0.949 -3.814 3.607  -0.06
H: 1.500 -5.436 3.388  0.29
O: 0.611 1.190 0.058  -0.68
C: 0.166 0.090 0.015  -0.12
O: 0.399 -0.806 1.024  0.07
C: 0.193 -2.074 0.536  -0.59
C: -1.004 -1.890 -0.417  0.32
C: -0.590 -0.586 -1.122  1.44
H: 0.042 -2.875 1.259  0.27
H: 1.085 -2.450 0.035  0.31
H: -1.959 -1.679 0.064  -0.58
H: -1.130 -2.769 -1.050  0.49
H: -1.342 0.022 -1.624  0.10
H: 0.259 -0.667 -1.800  -0.89
O: -2.319 1.768 -3.039  -0.57
C: -2.274 2.358 -4.118  0.35
O: -3.294 2.388 -4.880  -0.36
C: -3.209 3.411 -5.842  -0.41
C: -1.862 4.040 -5.639  -0.66
C: -1.168 3.276 -4.597  0.19
H: -4.018 4.093 -5.579  0.28
H: -3.236 3.166 -6.903  0.27
H: -2.119 5.032 -5.268  0.23
H: -1.369 4.122 -6.608  0.36
H: -0.836 4.015 -3.869  0.15
H: -0.353 2.610 -4.879  0.03
O: -1.818 1.033 3.835  -0.70
C: -2.789 1.254 3.085  0.41
O: -4.040 1.136 3.478  -0.37
C: -4.901 1.594 2.447  -0.74
C: -4.089 1.679 1.159  0.16
C: -2.657 1.536 1.552  0.46
H: -5.398 2.539 2.668  0.20
H: -5.798 0.976 2.488  0.36
H: -3.999 2.637 0.647  0.45
H: -4.265 0.840 0.486  -0.15
H: -2.140 2.496 1.557  0.40
H: -2.075 0.766 1.044  -0.73
O: 1.638 6.546 -2.661  -0.63
C: 2.355 5.529 -2.612  0.34
O: 1.800 4.350 -2.140  -0.23
C: 2.691 3.347 -2.502  0.25
C: 4.066 3.968 -2.746  -0.54
C: 3.746 5.360 -3.207  -0.45
H: 2.378 2.880 -3.437  -0.15
H: 2.566 2.634 -1.687  0.20
H: 4.547 3.442 -3.570  0.31
H: 4.636 3.919 -1.818  0.31
H: 3.634 5.276 -4.288  0.25
H: 4.493 6.131 -3.019  0.35
O: -3.087 -4.086 1.257  -0.63
C: -3.740 -3.431 2.108  0.54
O: -5.035 -3.141 1.930  -0.36
C: -5.597 -2.404 2.983  -0.01
C: -4.475 -2.369 4.046  -0.58
C: -3.144 -2.793 3.423  0.15
H: -6.541 -2.864 3.277  0.33
H: -5.854 -1.375 2.732  -0.12
H: -4.790 -3.064 4.825  0.26
H: -4.577 -1.352 4.426  0.34
H: -2.535 -3.484 4.007  0.38
H: -2.541 -1.909 3.215  -0.27
C: 1.387 -4.203 -2.568  -0.31
O: 1.796 -4.469 -1.286  -0.44
H: 1.031 -5.104 -3.067  0.32
H: 0.586 -3.464 -2.613  0.12
H: 2.222 -3.917 -3.208  0.05
H: 2.750 -4.533 -1.197  0.29
C: -5.135 -0.845 -1.452  -0.32
O: -4.866 0.328 -2.251  -0.44
H: -6.199 -0.959 -1.241  0.29
H: -4.831 -1.750 -1.978  0.33
H: -4.459 -1.101 -0.636  -0.12
H: -3.923 0.425 -2.402  0.30
C: 2.900 3.363 2.047  -0.36
O: 3.731 3.196 3.142  -0.58
H: 2.790 2.581 1.297  0.15
H: 1.912 3.360 2.508  0.21
H: 2.997 4.359 1.614  0.34
H: 3.384 2.458 3.648  0.30
N: 0.986 0.978 4.322  0.56
C: 1.868 0.008 3.837  -0.47
C: 2.886 -0.127 4.765  -0.35
C: 2.812 0.949 5.686  -0.33
C: 1.722 1.703 5.279  -0.60
H: 0.131 1.264 3.867  0.14
H: 1.652 -0.534 2.928  0.81
H: 3.715 -0.819 4.791  0.53
H: 3.474 1.265 6.479  0.45
H: 1.388 2.556 5.851  0.38

Computed properties:
E_HOMO (spin up / spin down)	-0.4121 / -0.4121	hartree
lowest unoccupied orbital energy (spin up / spin down)	-2.89 / -6.84	eV
calculated total energy	-73537.7665	eV
<S²>	0.7622
spin multiplicity	2
total charge	+1

| no. | strongest force on any atom (hartree/bohr) |
| --- | --- |
| 1 | 0.2108 |
| 2 | 0.0552 |
| 3 | 0.1014 |